Here is C33H60MnN5O3Si4 as an isolated structure at a distorted geometry from the OMol25 dataset. Energies are from ωB97M-V with the def2-TZVPD basis set.

Geometry as XYZ:
```
106
Properties=species:S:1:pos:R:3
Mn -0.281 -0.283 0.521
C 0.176 -4.608 0.770
C -0.253 -3.182 0.805
N 0.429 -2.233 0.370
N 1.618 -2.441 -0.256
C 2.010 -1.259 -0.787
O 1.387 -0.184 -0.763
C 3.355 -1.287 -1.459
C 3.749 -0.207 -2.224
C 5.000 -0.190 -2.829
C 5.868 -1.260 -2.660
C 5.476 -2.346 -1.889
C 4.220 -2.360 -1.292
C -1.610 -2.785 1.340
C -2.448 -3.698 1.932
C -3.686 -3.279 2.419
C -4.037 -1.962 2.293
C -3.135 -1.113 1.671
N -1.967 -1.520 1.201
H 1.119 -4.675 0.238
H -0.569 -5.230 0.264
H 0.308 -4.995 1.787
H 3.057 0.616 -2.347
H 5.294 0.659 -3.435
H 6.847 -1.249 -3.128
H 6.148 -3.186 -1.755
H 3.894 -3.201 -0.690
H -2.131 -4.731 2.016
H -4.357 -3.982 2.898
H -4.984 -1.587 2.660
H -3.359 -0.060 1.532
C -1.601 2.496 1.295
O -1.504 1.528 0.232
Si -2.458 1.700 -1.205
C -4.239 1.705 -0.616
C -2.188 3.501 -1.666
C -1.990 0.469 -2.351
Si -0.888 1.048 -3.639
C 0.320 2.404 -3.117
C -1.822 1.889 -5.055
C 0.081 -0.289 -4.536
Si -2.958 -0.989 -2.743
C -4.190 -0.670 -4.135
C -1.899 -2.448 -3.303
C -4.041 -1.792 -1.423
H -1.100 3.424 1.011
H -1.124 2.071 2.175
H -2.649 2.724 1.520
H -4.420 2.499 0.120
H -4.563 0.757 -0.175
H -4.882 1.901 -1.487
H -2.808 4.162 -1.046
H -2.464 3.666 -2.717
H -1.141 3.805 -1.546
H -0.157 3.389 -3.150
H 1.171 2.434 -3.815
H 0.711 2.230 -2.105
H -2.471 2.690 -4.668
H -2.463 1.173 -5.590
H -1.128 2.334 -5.789
H 0.534 -1.009 -3.845
H 0.884 0.160 -5.137
H -0.573 -0.849 -5.219
H -3.671 -0.369 -5.055
H -4.864 0.152 -3.851
H -4.804 -1.556 -4.366
H -1.584 -2.371 -4.350
H -2.457 -3.391 -3.186
H -0.989 -2.510 -2.684
H -4.604 -1.086 -0.804
H -3.440 -2.419 -0.753
H -4.766 -2.445 -1.928
C 3.759 1.266 0.508
C 4.912 2.187 1.013
N 4.449 2.998 2.147
C 4.063 2.089 3.238
C 2.961 1.102 2.748
N 2.587 1.415 1.374
C 2.113 2.797 1.316
C 3.267 3.764 1.725
H 4.058 0.215 0.514
H 3.459 1.521 -0.511
H 5.256 2.864 0.226
H 5.772 1.601 1.347
H 3.706 2.698 4.074
H 4.960 1.562 3.570
H 2.062 1.170 3.341
H 3.302 0.062 2.778
H 1.264 2.882 1.998
H 1.760 2.997 0.299
H 2.970 4.410 2.556
H 3.566 4.406 0.893
C 0.583 0.420 5.473
Si -0.452 -0.406 4.125
C -2.220 -0.057 4.684
C -0.185 -2.251 4.395
O -0.143 0.073 2.631
H 0.182 0.157 6.463
H 0.565 1.517 5.385
H 1.633 0.098 5.447
H -2.294 -0.066 5.781
H -2.923 -0.807 4.296
H -2.557 0.929 4.331
H -0.073 -2.494 5.462
H 0.727 -2.579 3.871
H -1.026 -2.840 4.001
```

Its total charge is -1. Its spin multiplicity is 6. The calculation puts the max |F| at 2.4 eV Å⁻¹. Its molar mass is 742.157 g/mol. As for the HOMO-LUMO gap (spin up / spin down): 6.60 / 6.54 eV. For the electronic energy, the calculation gives -4102.2260 Ha. As for the HOMO energy (spin up / spin down): -4.24 / -4.28 eV.

=====

Here is a 6-piece molecular cluster, C33H61F3NO5 overall at a distorted geometry from the OMol25 dataset. Energies are from ωB97M-V with the def2-TZVPD basis set.

Geometry as XYZ:
```
103
Properties=species:S:1:pos:R:3
C 0.770 -3.298 1.656
C 1.159 -3.085 0.234
N 0.448 -2.022 -0.575
C 0.637 -2.001 -1.935
C -0.284 -0.751 -2.460
C -1.495 -0.620 -1.314
C -1.880 0.967 -1.452
C -3.116 1.475 -0.506
C -3.020 1.036 1.070
F -4.041 1.882 1.796
F -1.710 1.382 1.720
F -3.440 -0.374 1.307
C -2.535 -1.777 -1.828
C -3.945 -1.162 -2.484
C -2.924 -2.916 -0.717
C -4.495 -3.408 -0.751
C -0.489 -0.967 -0.023
H 1.500 -2.950 2.510
H -0.256 -3.823 1.895
H 1.976 -3.768 -0.282
H 1.312 -2.781 -2.487
H 0.422 0.182 -2.398
H -0.656 -0.798 -3.592
H -0.931 1.616 -1.157
H -2.092 1.225 -2.597
H -4.196 1.208 -0.931
H -3.078 2.668 -0.521
H -2.023 -2.362 -2.735
H -4.693 -0.782 -1.668
H -4.401 -2.009 -3.181
H -3.676 -0.262 -3.216
H -2.278 -3.884 -0.969
H -2.679 -2.640 0.393
H -4.594 -4.278 0.059
H -5.127 -2.504 -0.295
H -4.880 -3.734 -1.811
H 0.215 -0.005 -0.019
H -0.992 -1.112 1.023
C -4.335 4.443 4.485
C -5.050 4.416 5.811
C -6.289 5.234 5.520
O -6.599 5.040 4.133
C -5.487 4.389 3.504
H -3.624 3.624 4.352
H -3.794 5.390 4.374
H -5.331 3.386 6.060
H -4.458 4.819 6.638
H -6.107 6.302 5.676
H -7.143 4.933 6.134
H -5.780 3.355 3.294
H -5.256 4.886 2.558
C 5.047 -0.734 2.183
C 4.360 0.600 2.319
C 2.903 0.225 2.158
O 2.759 -1.110 2.662
C 4.066 -1.666 2.861
H 6.043 -0.764 2.632
H 5.140 -0.997 1.123
H 4.532 1.005 3.324
H 4.693 1.343 1.590
H 2.609 0.217 1.103
H 2.234 0.898 2.701
H 4.247 -1.714 3.941
H 4.102 -2.680 2.456
C 3.565 -0.226 -6.299
C 4.510 -0.124 -5.130
C 3.613 0.426 -4.043
O 2.290 -0.059 -4.312
C 2.272 -0.632 -5.626
H 3.888 -0.935 -7.065
H 3.449 0.758 -6.769
H 4.865 -1.124 -4.852
H 5.382 0.506 -5.322
H 3.580 1.520 -4.071
H 3.924 0.111 -3.043
H 2.208 -1.720 -5.516
H 1.389 -0.283 -6.169
C 10.034 0.902 -4.096
C 9.720 2.275 -4.632
C 8.369 2.061 -5.280
O 7.712 1.025 -4.538
C 8.670 0.411 -3.665
H 10.764 0.904 -3.283
H 10.421 0.269 -4.903
H 9.628 2.985 -3.802
H 10.471 2.659 -5.328
H 8.474 1.717 -6.314
H 7.754 2.966 -5.274
H 8.440 0.727 -2.641
H 8.578 -0.677 -3.723
C -5.457 -1.482 3.752
C -6.380 -1.021 4.851
C -6.793 -2.329 5.488
O -5.694 -3.237 5.323
C -4.763 -2.662 4.397
H -4.760 -0.712 3.411
H -6.045 -1.819 2.891
H -5.822 -0.413 5.573
H -7.230 -0.433 4.493
H -7.662 -2.761 4.982
H -7.025 -2.223 6.552
H -3.882 -2.342 4.965
H -4.453 -3.416 3.668
```

Its total charge is +1. Its spin multiplicity is 1. The calculation puts the max |F| at 5.1 eV Å⁻¹. Its molar mass is 608.847 g/mol. As for the HOMO-LUMO gap: 5.90 eV. For the electronic energy, the calculation gives -2023.8667 Ha. As for the HOMO energy: -10.73 eV.